[1]
An isolated molecule of C7H12N2 in a non-equilibrium geometry. Source: OMol25; level of theory: ωB97M-V/def2-TZVPD.

CARTESIAN COORDINATES (ANGSTROEM)
1 C 1.9255 -1.6022 1.9965
2 N 1.6353 -1.0957 0.6607
3 C 1.1677 -0.0276 0.2114
4 C 0.8264 0.9708 -0.5662
5 C 2.0402 1.7795 -0.9867
6 C -0.3522 1.2867 -1.2364
7 C -1.6143 0.8616 -1.1019
8 N -1.8427 -0.2360 -0.2690
9 C -3.3061 -0.4742 0.0481
10 H 1.4721 -2.6193 2.1439
11 H 2.9466 -1.8558 1.8746
12 H 1.9839 -1.0280 2.8489
13 H 2.7184 1.0475 -1.4129
14 H 1.8870 2.5257 -1.8238
15 H 2.4622 2.1705 -0.0717
16 H -0.2696 2.1909 -1.9736
17 H -2.4478 1.0840 -1.7197
18 H -1.2731 -0.0101 0.6400
19 H -3.2410 -0.9896 1.0140
20 H -3.8763 0.3793 0.3028
21 H -3.8029 -0.9960 -0.7062

Computed properties:
- max |F| (eV Å⁻¹) = 5.3
- SMILES = CN=C=C(C)/C=C\NC
- energy above the lowest of the compared OMol25 structures with the same formula, charge and spin (eV) = 3.427
- E (eV) = -10430.050
- HOMO level (eV) = -6.97

[2]
An isolated molecule of C6H10O2 in a non-equilibrium geometry. Source: OMol25; level of theory: ωB97M-V/def2-TZVPD.

CARTESIAN COORDINATES (ANGSTROEM)
1 O 1.3015 1.8907 0.3884
2 C 0.8176 0.7263 1.0683
3 C 1.4226 -0.6856 0.7396
4 O 1.1018 -0.7891 -0.8508
5 C -0.2440 -0.8420 -0.8597
6 C -1.3962 -0.6470 -1.7195
7 C -1.0231 0.4254 -0.5780
8 C -0.7503 0.5977 0.9781
9 H 1.5821 1.5463 -0.5627
10 H 1.1832 0.8684 2.1949
11 H 2.5498 -0.8195 0.9163
12 H 0.9978 -1.5734 1.1390
13 H -0.6496 -1.7515 -0.3474
14 H -2.1701 -1.2858 -1.5474
15 H -1.4971 -0.1731 -2.7171
16 H -0.6702 1.1733 -1.3389
17 H -1.4351 1.4684 1.5002
18 H -1.1206 -0.1294 1.5967

Computed properties:
- max |F| (eV Å⁻¹) = 5.2
- SMILES = O[C@@H]1CO[C@@H]2C[C@H]2C1
- energy above the lowest of the compared OMol25 structures with the same formula, charge and spin (eV) = 5.438
- E (eV) = -10473.732
- HOMO level (eV) = -8.53

[3]
An isolated molecule of C15H18N4O4 in a non-equilibrium geometry. Source: OMol25; level of theory: ωB97M-V/def2-TZVPD.

CARTESIAN COORDINATES (ANGSTROEM)
1 N -3.7999 2.3440 0.7523
2 C -3.2942 0.9922 0.8078
3 C -3.7172 0.1994 -0.5070
4 C -3.1506 -1.2429 -0.5207
5 C -3.7963 -2.2722 0.0826
6 N -2.9909 -3.3874 -0.1757
7 C -1.8936 -2.8707 -0.8665
8 N -1.9609 -1.5839 -1.1199
9 C -1.7068 0.8707 0.8734
10 O -1.1784 0.1264 1.6780
11 N -1.0056 1.5244 -0.1783
12 C 0.4081 1.6384 0.1060
13 C 1.1132 0.5157 -0.7800
14 C 2.5100 0.1168 -0.2895
15 C 3.6178 0.1457 -1.1844
16 C 4.8785 -0.5264 -0.9393
17 C 4.9520 -1.0966 0.4272
18 O 6.1621 -1.7495 0.7748
19 C 3.7701 -1.1994 1.1728
20 C 2.6308 -0.4590 0.9356
21 C 0.9803 2.9460 -0.2485
22 O 0.3532 3.9473 -0.4313
23 O 2.3034 3.0255 -0.4126
24 H -3.7328 2.6734 1.7475
25 H -4.8067 2.5799 0.4621
26 H -3.7800 0.4123 1.5890
27 H -4.8426 0.2463 -0.6442
28 H -3.3754 0.5564 -1.5036
29 H -4.7779 -2.4680 0.4267
30 H -3.0818 -4.3762 0.2590
31 H -1.1156 -3.4329 -1.2295
32 H -1.5018 2.4048 -0.4447
33 H 0.6016 1.5563 1.2115
34 H 0.3870 -0.2024 -0.8826
35 H 1.2035 0.8622 -1.7890
36 H 3.4527 0.4970 -2.2499
37 H 5.6647 -0.5799 -1.6920
38 H 5.9470 -2.3532 1.5884
39 H 3.9442 -1.9797 1.9662
40 H 1.7149 -0.5954 1.6224
41 H 2.9139 2.1949 -0.3939

Computed properties:
- max |F| (eV Å⁻¹) = 4.1
- SMILES = N[C@@H](Cc1c[nH]cn1)C(=O)N[C@@H](Cc1ccc(O)cc1)C(=O)O
- energy above the lowest of the compared OMol25 structures with the same formula, charge and spin (eV) = 4.063
- E (eV) = -29995.933
- HOMO level (eV) = -8.71

[4]
A cluster of 2 separate species, C6H14NO2P in total in a non-equilibrium geometry. Source: OMol25; level of theory: ωB97M-V/def2-TZVPD.

CARTESIAN COORDINATES (ANGSTROEM)
1 C 0.1742 2.6532 -0.2973
2 C 0.7398 1.3131 0.0026
3 N 1.0218 0.8477 1.1884
4 C 1.5517 -0.4929 1.0304
5 C 1.5812 -0.8865 -0.4476
6 C 1.4722 0.4422 -1.0555
7 H -0.6299 2.8652 0.3506
8 H -0.4211 2.7891 -1.3074
9 H 0.8768 3.4293 -0.3355
10 H 1.0706 -1.1353 1.7038
11 H 2.5915 -0.3588 1.4367
12 H 0.6449 -1.3025 -0.6916
13 H 2.4206 -1.5255 -0.8894
14 H 2.5089 0.9142 -1.2405
15 H 0.9707 0.3942 -2.0248
16 C -3.0847 -1.3864 -0.2310
17 P -1.6653 -0.3109 -0.0317
18 O -2.4175 1.0223 -0.6152
19 O -1.7599 -0.1170 1.6132
20 H -3.7842 -1.3295 0.6079
21 H -3.6124 -0.9654 -1.1809
22 H -2.8987 -2.4303 -0.2399
23 H -3.4009 1.1886 -0.3975
24 H -1.0452 0.4176 1.8921

Computed properties:
- max |F| (eV Å⁻¹) = 3.5
- SMILES = CC1=NCCC1.CP(O)O
- energy above the lowest of the compared OMol25 structures with the same formula, charge and spin (eV) = 0.545
- E (eV) = -21322.646
- HOMO level (eV) = -8.72

[5]
An isolated molecule of C6H10O. Source: OMol25; level of theory: ωB97M-V/def2-TZVPD.

CARTESIAN COORDINATES (ANGSTROEM)
1 C 0.7329 0.8746 1.7312
2 C -0.2413 0.1654 2.2944
3 O -0.8892 -0.9073 1.7837
4 C -0.7059 -1.1929 0.3981
5 C -1.0811 -0.0445 -0.4971
6 C -0.4110 0.3970 -1.5606
7 C 0.9736 0.0222 -2.0095
8 H 1.0838 1.7811 2.2112
9 H 1.1268 0.6155 0.7590
10 H -0.6482 0.4073 3.2703
11 H -1.3944 -2.0211 0.1990
12 H 0.3132 -1.5632 0.2289
13 H -2.0233 0.4409 -0.2345
14 H -0.8792 1.1779 -2.1610
15 H 0.9897 -0.2840 -3.0609
16 H 1.4335 -0.7753 -1.4186
17 H 1.6203 0.9064 -1.9336

Computed properties:
- max |F| (eV Å⁻¹) = 0.3
- SMILES = C=COC/C=C\C
- energy above the lowest of the compared OMol25 structures with the same formula, charge and spin (eV) = 1.331
- E (eV) = -8429.909
- HOMO level (eV) = -8.84

[6]
A structure of composition C14H36N2O6Ti in a non-equilibrium geometry. Source: OMol25; level of theory: ωB97M-V/def2-TZVPD.

CARTESIAN COORDINATES (ANGSTROEM)
1 Ti 0.4041 0.0032 -0.3736
2 C -3.8438 1.7988 3.0162
3 O -3.4689 1.7781 1.5947
4 C -2.2136 2.3127 1.3702
5 C -1.8469 2.4236 -0.0999
6 N -1.5399 1.2341 -0.8675
7 C -2.4781 0.1182 -0.7554
8 C -2.3354 -1.0493 -1.7988
9 O -1.1046 -1.6588 -1.6749
10 C -1.0142 -2.7213 -2.5916
11 H -4.8801 1.5094 3.1904
12 H -3.6495 2.7305 3.5475
13 H -3.2423 0.9621 3.3715
14 H -1.4137 1.8565 1.9534
15 H -2.3276 3.3348 1.7314
16 H -0.9441 3.0325 -0.1491
17 H -2.6275 3.0528 -0.5275
18 H -1.5257 1.4768 -1.8477
19 H -3.4433 0.6144 -0.8569
20 H -2.3889 -0.3641 0.2180
21 H -2.4059 -0.6780 -2.8212
22 H -3.1228 -1.7811 -1.6187
23 H -1.6635 -3.5414 -2.2848
24 H 0.0074 -3.1006 -2.6138
25 H -1.2601 -2.4291 -3.6125
26 C 0.5683 1.2649 -3.7326
27 O 0.9881 1.1727 -2.3659
28 C 2.1257 2.0335 -2.0519
29 C 2.0612 2.3535 -0.5285
30 N 2.3029 1.1790 0.3181
31 C 1.9125 1.4969 1.6780
32 C 1.5102 0.2443 2.4266
33 O 0.3023 -0.3475 1.9564
34 C -0.3239 -1.1242 2.8961
35 H 0.0684 0.3159 -3.9268
36 H 1.4044 1.3251 -4.4293
37 H -0.0505 2.1542 -3.8517
38 H 2.0615 2.9430 -2.6494
39 H 3.0950 1.5948 -2.2889
40 H 1.0987 2.8409 -0.3732
41 H 2.8926 3.0070 -0.2646
42 H 3.2783 0.9358 0.4162
43 H 1.0557 2.1632 1.5774
44 H 2.7455 2.0015 2.1676
45 H 1.4367 0.6064 3.4520
46 H 2.3449 -0.4566 2.4269
47 H -0.8439 -0.4915 3.6154
48 H 0.2351 -1.9673 3.3021
49 H -1.1537 -1.5128 2.3056
50 C 2.4508 -4.2944 0.2491
51 C 1.4555 -3.1026 0.3297
52 O 1.9046 -2.0911 -0.6087
53 O 3.6473 -3.8990 0.9083
54 H 2.7181 -4.7049 -0.7246
55 H 2.1361 -5.1407 0.8597
56 H 1.5078 -2.6866 1.3359
57 H 0.4386 -3.4554 0.1576
58 H 2.7825 -1.8253 -0.3252
59 H 4.1717 -3.4475 0.2429

Computed properties:
- expectation value of S² = 3.75
- net charge = +1
- max |F| (eV Å⁻¹) = 2.9
- multiplicity = 4
- energy above the lowest of the compared OMol25 structures with the same formula, charge and spin (eV) = 1.848
- E (eV) = -53471.703
- HOMO level (alpha / beta) (eV) = -6.98 / -12.30